No. 1
DFT (the ωB97M-V functional and the def2-TZVPD basis) results for a molecular structure, C57H52LaN6O6 at a distorted geometry.

Atoms and positions in Å:
1 La -0.392 -0.179 0.131
2 O -1.979 0.677 1.129
3 C -3.315 0.313 1.037
4 C -3.701 0.104 -0.471
5 C -3.308 -1.269 -0.945
6 C -4.135 -2.002 -1.782
7 C -3.750 -3.281 -2.149
8 C -2.615 -3.828 -1.580
9 C -1.869 -3.071 -0.675
10 C -0.912 -3.803 0.236
11 C 0.361 -3.162 0.899
12 O 0.235 -1.820 1.182
13 C 0.543 -3.962 2.220
14 C 0.606 -5.351 2.240
15 C 0.684 -6.035 3.442
16 C 0.722 -5.341 4.643
17 C 0.706 -3.956 4.628
18 C 0.618 -3.274 3.423
19 C 1.672 -3.445 0.141
20 C 1.906 -4.539 -0.690
21 C 3.184 -4.817 -1.164
22 C 4.255 -4.007 -0.829
23 C 4.033 -2.900 -0.022
24 C 2.761 -2.631 0.452
25 N -2.177 -1.792 -0.446
26 C -4.142 1.445 1.667
27 C -4.627 2.514 0.920
28 C -5.275 3.574 1.538
29 C -5.444 3.588 2.912
30 C -4.946 2.536 3.668
31 C -4.299 1.477 3.051
32 C -3.639 -0.987 1.793
33 C -2.667 -1.653 2.530
34 C -2.963 -2.850 3.167
35 C -4.240 -3.383 3.086
36 C -5.223 -2.707 2.378
37 C -4.926 -1.513 1.742
38 H -4.772 0.238 -0.621
39 H -3.172 0.868 -1.053
40 H -5.066 -1.582 -2.134
41 H -4.357 -3.862 -2.829
42 H -2.337 -4.849 -1.804
43 H -1.555 -4.082 1.080
44 H -0.622 -4.734 -0.248
45 H 0.597 -5.915 1.316
46 H 0.713 -7.116 3.438
47 H 0.763 -5.883 5.578
48 H 0.755 -3.407 5.559
49 H 0.588 -2.194 3.403
50 H 1.106 -5.211 -0.973
51 H 3.339 -5.690 -1.784
52 H 5.252 -4.248 -1.172
53 H 4.856 -2.257 0.258
54 H 2.603 -1.802 1.126
55 H -4.499 2.529 -0.155
56 H -5.650 4.393 0.940
57 H -5.960 4.408 3.392
58 H -5.057 2.540 4.744
59 H -3.909 0.662 3.645
60 H -1.666 -1.236 2.583
61 H -2.193 -3.365 3.729
62 H -4.473 -4.315 3.583
63 H -6.228 -3.105 2.329
64 H -5.708 -0.992 1.203
65 C 5.091 0.243 -1.935
66 O 4.840 0.263 -0.524
67 C 3.537 0.555 -0.370
68 N 2.849 0.785 -1.414
69 C 3.769 0.767 -2.553
70 C 3.886 2.164 -3.125
71 C 4.151 3.237 -2.280
72 C 4.284 4.517 -2.791
73 C 4.148 4.736 -4.153
74 C 3.868 3.675 -4.999
75 C 3.733 2.394 -4.486
76 C 3.064 0.737 1.011
77 C 3.964 0.631 2.068
78 C 3.532 0.959 3.342
79 C 2.265 1.489 3.502
80 C 1.445 1.592 2.382
81 N 1.803 1.149 1.171
82 C 0.213 2.389 2.386
83 N -0.328 2.755 1.296
84 C -1.379 3.713 1.619
85 C -1.372 3.734 3.171
86 O -0.255 2.894 3.531
87 C -1.083 5.039 0.956
88 C -2.064 5.690 0.219
89 C -1.792 6.904 -0.393
90 C -0.533 7.473 -0.279
91 C 0.459 6.816 0.433
92 C 0.185 5.603 1.044
93 H 5.318 -0.782 -2.232
94 H 5.947 0.881 -2.152
95 H 3.397 0.093 -3.322
96 H 4.245 3.069 -1.213
97 H 4.497 5.341 -2.123
98 H 4.242 5.737 -4.550
99 H 3.756 3.842 -6.061
100 H 3.508 1.569 -5.150
101 H 4.980 0.316 1.883
102 H 4.192 0.851 4.192
103 H 1.910 1.839 4.460
104 H -2.328 3.329 1.252
105 H -2.278 3.296 3.584
106 H -1.205 4.725 3.591
107 H -3.046 5.243 0.132
108 H -2.560 7.405 -0.967
109 H -0.324 8.427 -0.743
110 H 1.450 7.242 0.509
111 H 0.962 5.084 1.594
112 O 0.046 1.844 -1.356
113 H 1.005 1.796 -1.529
114 H -0.054 2.519 -0.657
115 N 0.751 -0.550 -4.165
116 C 0.890 -1.326 -3.062
117 N 1.726 -2.377 -3.153
118 O 0.282 -1.055 -2.020
119 H 1.114 -0.821 -5.061
120 H 0.103 0.218 -4.112
121 H 2.198 -2.628 -4.002
122 H 1.855 -2.949 -2.330

Results
**Energy relative to the best compared isomer or geometry (same formula, charge and spin)**: 184.4 kJ/mol
**Charge**: +1
**Kohn-Sham gap**: 7.9 eV
**Molecular weight**: 1055.99 u
**DFT total energy**: -82039.4837 eV
**HOMO level**: -10.557 eV
**LUMO energy**: -2.698 eV

Atomic partial charges in e from the Mulliken method, atoms 1 to 99: number 1, La, carries 0.53; number 2, O, carries 0.58; number 3, C, carries 3.15; number 4, C, carries -2.56; number 5, C, carries 0.30; number 6, C, carries -0.96; number 7, C, carries -1.18; number 8, C, carries -1.11; number 9, C, carries 0.29; number 10, C, carries -1.89; number 11, C, carries 1.93; number 12, O, carries -0.22; number 13, C, carries 0.31; number 14, C, carries -0.25; number 15, C, carries -0.90; number 16, C, carries -0.74; number 17, C, carries -0.88; number 18, C, carries -0.13; number 19, C, carries 0.36; number 20, C, carries -0.06; number 21, C, carries -0.96; number 22, C, carries -0.94; number 23, C, carries -0.60; number 24, C, carries -0.53; number 25, N, carries 1.56; number 26, C, carries -0.64; number 27, C, carries -0.43; number 28, C, carries -0.59; number 29, C, carries -0.74; number 30, C, carries -0.84; number 31, C, carries -0.44; number 32, C, carries -0.66; number 33, C, carries 0.84; number 34, C, carries -0.75; number 35, C, carries -0.64; number 36, C, carries -1.02; number 37, C, carries -0.35; number 38, H, carries 0.83; number 39, H, carries 0.73; number 40, H, carries 0.57; number 41, H, carries 0.47; number 42, H, carries 0.59; number 43, H, carries 0.27; number 44, H, carries 0.64; number 45, H, carries 0.32; number 46, H, carries 0.47; number 47, H, carries 0.40; number 48, H, carries 0.46; number 49, H, carries 0.22; number 50, H, carries 0.26; number 51, H, carries 0.46; number 52, H, carries 0.44; number 53, H, carries 0.54; number 54, H, carries 0.63; number 55, H, carries 0.31; number 56, H, carries 0.45; number 57, H, carries 0.44; number 58, H, carries 0.44; number 59, H, carries 0.43; number 60, H, carries 0.28; number 61, H, carries 0.41; number 62, H, carries 0.45; number 63, H, carries 0.44; number 64, H, carries 0.44; number 65, C, carries -0.64; number 66, O, carries -0.45; number 67, C, carries -0.49; number 68, N, carries 1.05; number 69, C, carries 0.09; number 70, C, carries 0.50; number 71, C, carries -0.21; number 72, C, carries -0.93; number 73, C, carries -0.46; number 74, C, carries -0.74; number 75, C, carries -0.49; number 76, C, carries -0.27; number 77, C, carries -0.38; number 78, C, carries -1.22; number 79, C, carries -0.68; number 80, C, carries 0.28; number 81, N, carries 0.21; number 82, C, carries -0.53; number 83, N, carries 0.57; number 84, C, carries 2.77; number 85, C, carries -0.40; number 86, O, carries -0.55; number 87, C, carries -0.26; number 88, C, carries -0.05; number 89, C, carries -0.82; number 90, C, carries -0.46; number 91, C, carries -0.99; number 92, C, carries -0.41; number 93, H, carries 0.35; number 94, H, carries 0.33; number 95, H, carries 0.34; number 96, H, carries 0.44; number 97, H, carries 0.43; number 98, H, carries 0.41; number 99, H, carries 0.41



No. 2
DFT (the ωB97M-V functional and the def2-TZVPD basis) results for a molecular structure, C4H5NO3 at a distorted geometry.

Atoms and positions in Å:
1 C 0.276 0.146 0.357
2 C -0.804 0.579 -0.416
3 C 1.105 0.728 1.369
4 C -0.817 -0.751 -1.112
5 N 0.370 -1.135 -0.262
6 O 0.864 1.657 2.095
7 O 2.124 -0.168 1.641
8 O -1.480 1.736 -0.419
9 H -1.686 -1.444 -1.184
10 H -0.358 -0.772 -2.114
11 H 2.528 -0.451 0.799
12 H 0.157 -1.891 0.271
13 H -2.277 1.765 -1.026

Results
**Energy relative to the best compared isomer or geometry (same formula, charge and spin)**: 261.7 kJ/mol
**Kohn-Sham gap**: 8.8 eV
**Molecular weight**: 115.09 u
**DFT total energy**: -11859.2886 eV
**HOMO level**: -8.453 eV
**LUMO energy**: 0.341 eV

How positive or negative is each atom? The Mulliken charges in e answer that: number 1, C, carries 0.16; number 2, C, carries 0.48; number 3, C, carries 0.39; number 4, C, carries -0.43; number 5, N, carries -0.46; number 6, O, carries -0.53; number 7, O, carries -0.50; number 8, O, carries -0.51; number 9, H, carries 0.31; number 10, H, carries 0.19; number 11, H, carries 0.35; number 12, H, carries 0.19; number 13, H, carries 0.35



No. 3
DFT (the ωB97M-V functional and the def2-TZVPD basis) results for 2 unconnected molecules or ions with the total composition C16H27N4O2S at a distorted geometry.

Atoms and positions in Å:
1 C 7.245 0.841 1.757
2 C 7.218 0.153 0.305
3 O 7.750 -0.990 0.247
4 N 6.688 0.765 -0.897
5 C 6.571 2.244 -0.800
6 C 5.458 0.104 -1.434
7 C 4.701 -0.892 -0.451
8 C 3.501 -1.572 -1.331
9 C 2.050 -1.003 -0.983
10 C 0.983 -2.108 -1.541
11 C -0.166 -2.388 -0.459
12 C -1.421 -1.367 -0.563
13 C -2.346 -1.596 0.721
14 C -3.510 -0.494 0.882
15 S -4.907 -0.792 -0.341
16 C -5.868 0.768 -0.521
17 N -6.842 1.329 0.367
18 N -7.277 2.508 -0.132
19 C -6.615 2.788 -1.354
20 O -5.762 1.702 -1.573
21 H 7.078 0.076 2.579
22 H 8.329 1.208 1.890
23 H 6.580 1.758 1.837
24 H 7.599 2.636 -0.461
25 H 6.435 2.646 -1.860
26 H 5.794 2.620 -0.060
27 H 4.713 0.948 -1.673
28 H 5.709 -0.359 -2.457
29 H 4.225 -0.339 0.429
30 H 5.335 -1.786 -0.111
31 H 3.548 -2.717 -1.251
32 H 3.709 -1.340 -2.433
33 H 1.853 -0.050 -1.600
34 H 1.854 -0.858 0.129
35 H 0.429 -1.689 -2.463
36 H -0.603 -3.439 -0.640
37 H 0.281 -2.413 0.591
38 H -0.962 -0.320 -0.609
39 H -1.973 -1.650 -1.524
40 H -2.853 -2.620 0.623
41 H -1.670 -1.637 1.641
42 H -3.974 -0.546 1.924
43 H -3.069 0.552 0.768
44 H -6.731 3.711 -2.005
45 C -9.454 1.057 2.254
46 C -10.747 0.694 2.915
47 N -11.760 0.409 3.433
48 H -9.537 2.041 1.792
49 H -8.652 1.078 2.993
50 H -9.210 0.323 1.486

Results
**Charge**: -1
**Kohn-Sham gap**: 3.4 eV
**Molecular weight**: 339.48 u
**DFT total energy**: -37913.7082 eV
**HOMO level**: -1.484 eV
**LUMO energy**: 1.867 eV

How positive or negative is each atom? The Mulliken charges in e answer that: number 1, C, carries -0.95; number 2, C, carries 0.52; number 3, O, carries -0.60; number 4, N, carries 0.13; number 5, C, carries -1.05; number 6, C, carries -0.65; number 7, C, carries -0.26; number 8, C, carries -0.47; number 9, C, carries -0.71; number 10, C, carries -0.76; number 11, C, carries -0.51; number 12, C, carries -0.29; number 13, C, carries -0.61; number 14, C, carries -0.57; number 15, S, carries -0.11; number 16, C, carries 0.22; number 17, N, carries -0.10; number 18, N, carries -0.36; number 19, C, carries 0.04; number 20, O, carries -0.24; number 21, H, carries 0.30; number 22, H, carries 0.29; number 23, H, carries 0.27; number 24, H, carries 0.35; number 25, H, carries 0.35; number 26, H, carries 0.34; number 27, H, carries 0.30; number 28, H, carries 0.18; number 29, H, carries 0.26; number 30, H, carries 0.26; number 31, H, carries 0.51; number 32, H, carries 0.13; number 33, H, carries 0.02; number 34, H, carries 0.24; number 35, H, carries 0.02; number 36, H, carries 0.30; number 37, H, carries 0.23; number 38, H, carries 0.15; number 39, H, carries 0.22; number 40, H, carries 0.20; number 41, H, carries 0.37; number 42, H, carries 0.36; number 43, H, carries 0.35; number 44, H, carries 0.33; number 45, C, carries -0.65; number 46, C, carries 0.23; number 47, N, carries -0.40; number 48, H, carries 0.27; number 49, H, carries 0.28; number 50, H, carries 0.25



No. 4
DFT (the ωB97M-V functional and the def2-TZVPD basis) results for a molecular structure, C5H10O5 at a distorted geometry.

Atoms and positions in Å:
1 C -0.212 1.988 1.128
2 C -0.210 0.477 0.597
3 C 0.775 0.277 -0.554
4 C 0.565 -1.034 -1.305
5 C -0.692 -0.990 -2.197
6 H -0.851 1.556 2.707
7 H 0.834 2.135 1.359
8 H -0.844 2.704 0.332
9 H -1.426 -0.052 0.339
10 H 0.213 -1.433 1.605
11 H 0.452 1.148 -1.290
12 H 2.074 -0.034 0.851
13 H 1.448 -1.134 -1.805
14 H -0.644 -2.195 -0.284
15 H -0.445 -0.818 -3.301
16 O -1.090 2.087 2.180
17 O 0.305 -0.259 1.703
18 O 2.048 0.464 -0.177
19 O 0.281 -2.079 -0.305
20 O -1.813 -0.987 -1.717

Results
**Energy relative to the best compared isomer or geometry (same formula, charge and spin)**: 592.1 kJ/mol
**Kohn-Sham gap**: 9.9 eV
**Molecular weight**: 150.13 u
**DFT total energy**: -15579.0275 eV
**HOMO level**: -9.716 eV
**LUMO energy**: 0.146 eV

How positive or negative is each atom? The Mulliken charges in e answer that: number 1, C, carries -0.46; number 2, C, carries 0.21; number 3, C, carries 0.13; number 4, C, carries -0.20; number 5, C, carries -0.04; number 6, H, carries 0.18; number 7, H, carries 0.32; number 8, H, carries 0.27; number 9, H, carries 0.13; number 10, H, carries 0.44; number 11, H, carries 0.27; number 12, H, carries 0.49; number 13, H, carries 0.46; number 14, H, carries 0.40; number 15, H, carries 0.31; number 16, O, carries -0.38; number 17, O, carries -0.72; number 18, O, carries -0.66; number 19, O, carries -0.69; number 20, O, carries -0.47